6 unconnected molecules or ions with the total composition C6H7Cl17. Source: the OMol25 dataset; level of theory: ωB97M-V/def2-TZVPD.

Each line ends with the Löwdin charge.
Atoms and positions in Å:
Cl1 -0.413 -4.510 2.188  0.49
Cl2 3.507 1.020 -2.290  0.48
Cl3 -2.032 4.338 4.162  0.56
Cl4 -2.588 0.959 0.720  0.55
Cl5 -2.045 -2.056 2.324  0.55
Cl6 -4.287 2.685 3.449  0.52
Cl7 4.690 3.040 -0.562  0.51
Cl8 -0.349 1.708 -0.919  0.57
Cl9 -2.508 1.901 5.596  0.50
Cl10 0.524 -0.264 -3.770  0.47
Cl11 0.439 -2.450 -1.145  0.49
Cl12 0.727 1.846 -5.810  0.53
Cl13 2.787 -3.497 -2.485  0.54
Cl14 3.290 0.672 0.670  0.52
Cl15 0.010 1.055 1.969  0.51
Cl16 -2.389 -3.926 0.061  0.51
Cl17 2.726 -3.601 0.415  0.50
C1 -0.252 1.111 -4.563  -1.05
C2 3.362 1.838 -0.679  -1.47
C3 -2.626 2.725 4.019  -1.60
C4 2.224 -2.685 -1.039  -1.50
C5 -0.895 0.708 0.434  -1.51
C6 -1.994 -3.726 1.782  -1.50
H1 -2.011 2.199 3.289  -0.08
H2 -2.785 -4.175 2.383  0.01
H3 -0.305 1.872 -3.784  -0.02
H4 2.442 2.417 -0.752  -0.03
H5 -1.251 0.926 -4.959  0.04
H6 2.804 -1.765 -0.969  -0.04
H7 -0.804 -0.365 0.266  -0.05

Force components x, y, z for each atom (eV/Å):
-0.951 0.468 -0.284
-0.084 0.067 0.905
0.266 0.831 -0.038
-0.760 0.334 0.039
0.303 0.272 -0.258
-0.220 0.023 -0.104
-0.451 -0.623 0.345
0.162 -0.336 0.368
0.058 -0.061 -0.299
-0.346 -0.249 -0.469
1.102 0.023 0.363
0.322 -0.023 -0.574
-0.008 -0.134 -0.228
0.195 0.614 -0.730
-0.177 -0.044 -0.800
0.084 0.129 0.533
-0.435 0.183 -0.295
-0.050 0.890 0.881
0.286 0.217 -0.906
0.007 -0.780 0.153
0.244 -0.188 0.282
0.234 -0.197 0.817
0.106 -0.528 0.428
-0.154 -0.012 0.286
0.359 -0.432 -0.372
-0.291 -0.151 -0.104
0.134 -0.338 0.402
0.310 -0.498 0.109
-0.767 0.203 -0.080
0.523 0.341 -0.368

LUMO energy: 0.198 eV
SMILES: ClC(Cl)Cl.ClC(Cl)Cl.ClC(Cl)Cl.ClC(Cl)Cl.ClC(Cl)Cl.ClCCl

---

A gas-phase ion, C3H2NO3 (charge -1). Source: the OMol25 dataset; level of theory: ωB97M-V/def2-TZVPD.

Each line ends with the Löwdin charge.
Atoms and positions in Å:
O1 1.066 -0.588 0.795  0.00
O2 -1.828 0.459 -0.224  -0.05
O3 -0.054 1.307 -1.312  -0.04
N1 0.255 1.519 1.639  0.18
C1 0.186 -0.873 -0.325  -0.07
C2 0.692 0.526 1.278  -0.43
C3 -0.673 0.491 -0.635  -0.80
H1 0.822 -1.137 -1.173  0.10
H2 -0.467 -1.704 -0.043  0.10

Force components x, y, z for each atom (eV/Å):
0.600 -0.440 0.146
-0.897 -0.084 0.354
0.593 0.634 -0.479
0.077 1.199 1.156
-1.054 0.377 -1.044
0.489 -0.057 0.737
0.115 -1.835 -1.085
-0.024 0.071 0.132
0.101 0.133 0.082

LUMO energy: 3.881 eV
total charge: -1
SMILES: N#COCC(=O)[O-]

---

A molecular structure, C32H31N5O2RuS. Source: the OMol25 dataset; level of theory: ωB97M-V/def2-TZVPD.

Each line ends with the Löwdin charge.
Atoms and positions in Å:
Ru1 -0.751 0.677 -0.150  1.62
S1 -2.139 4.961 -0.897  0.51
O1 -1.370 -1.490 0.041  -0.17
O2 0.394 0.836 1.694  -0.21
N1 -3.002 0.655 -0.681  -0.06
N2 -2.260 1.690 1.718  0.00
N3 1.205 -0.523 -0.710  0.01
N4 -0.410 2.805 -0.450  -0.07
N5 -0.628 0.194 -2.514  -0.02
C1 0.769 3.021 5.198  -0.12
C2 -0.506 2.452 3.241  -0.17
C3 3.829 -1.312 1.823  -0.04
C4 -1.828 2.458 2.621  -0.12
C5 -2.129 -4.119 -2.246  -0.09
C6 3.391 1.000 -1.853  -0.20
C7 -1.296 -0.776 -4.443  -0.11
C8 0.075 -0.945 -2.732  -0.39
C9 2.590 -1.317 1.159  -0.19
C10 -0.280 -1.590 -3.890  -0.06
C11 -0.345 3.166 4.401  -0.08
C12 2.453 -0.546 -0.012  -0.17
C13 4.692 0.178 0.153  -0.07
C14 1.665 1.501 3.571  -0.02
C15 -1.084 3.779 -0.607  -0.96
C16 -3.750 -2.433 -2.532  -0.07
C17 -1.516 -3.410 -1.235  -0.03
C18 1.099 -1.225 -1.772  -0.09
C19 1.526 -2.166 1.744  -0.21
C20 0.497 1.592 2.755  -0.33
C21 -3.755 1.800 -0.244  -0.23
C22 -3.612 -0.299 -1.256  -0.12
C23 -3.055 -1.573 -1.645  -0.15
C24 3.493 0.212 -0.570  -0.15
C25 -1.947 -2.115 -0.909  -0.41
C26 1.793 2.150 4.763  -0.10
C27 4.897 -0.509 1.312  -0.08
C28 1.773 -3.644 1.464  -0.09
C29 2.449 2.196 -1.806  -0.11
C30 -3.657 1.928 1.287  -0.19
C31 -1.471 0.295 -3.579  -0.19
C32 -3.307 -3.673 -2.892  -0.11
H1 -2.213 1.071 -3.625  0.09
H2 1.900 -1.919 -2.007  0.14
H3 -1.661 -5.070 -2.487  0.09
H4 -3.988 2.920 1.641  0.11
H5 -1.193 3.834 4.649  0.11
H6 2.634 1.994 5.459  0.10
H7 4.004 -1.840 2.747  0.10
H8 1.646 -3.833 0.429  0.04
H9 -1.816 -0.880 -5.358  0.07
H10 2.592 2.719 -0.857  0.08
H11 -4.718 -0.216 -1.394  0.14
H12 -4.814 1.726 -0.529  0.11
H13 3.135 0.361 -2.695  0.10
H14 0.631 -1.831 1.235  0.07
H15 4.388 1.348 -2.127  0.10
H16 -4.615 -2.083 -3.092  0.11
H17 1.498 -1.989 2.801  0.11
H18 2.450 0.814 3.300  0.10
H19 5.460 0.813 -0.231  0.09
H20 0.830 3.493 6.176  0.09
H21 5.822 -0.473 1.863  0.09
H22 -2.498 3.212 3.020  0.11
H23 1.397 1.917 -1.873  0.01
H24 -0.630 -3.784 -0.739  0.10
H25 0.194 -2.486 -4.231  0.09
H26 -3.734 -4.265 -3.657  0.08
H27 2.552 2.967 -2.585  0.08
H28 2.775 -3.961 1.776  0.07
H29 -3.270 2.682 -0.650  0.02
H30 -4.272 1.160 1.733  0.11
H31 1.021 -4.282 1.987  0.08

Force components x, y, z for each atom (eV/Å):
-0.079 -0.531 0.541
0.021 0.612 0.094
0.516 1.144 0.599
0.149 0.330 0.257
0.128 -0.070 0.041
-0.690 -0.125 -1.056
0.210 0.220 0.644
-1.034 1.805 -0.228
-1.010 0.544 -0.195
0.123 -0.037 0.194
-0.807 -0.937 -1.589
0.854 1.635 -1.424
0.680 0.396 0.377
0.159 -0.326 0.504
0.282 0.248 -0.536
0.620 -0.182 0.242
0.882 0.069 1.287
2.002 0.390 0.470
-0.459 0.595 -0.592
-0.411 0.973 1.007
-0.573 -0.272 -0.332
-0.084 0.959 -0.883
0.280 -0.564 -0.340
0.891 -2.054 -0.031
-0.238 0.827 -0.560
-0.318 -0.597 -0.921
0.292 0.218 -0.657
-0.226 -0.046 -1.087
0.590 -0.772 -0.121
0.169 0.381 0.830
-0.971 -0.747 -0.221
-0.186 -0.999 0.416
0.087 -0.826 1.042
-0.652 0.447 -0.301
-0.603 0.801 1.085
-1.673 -1.576 1.111
-0.608 -0.396 1.347
-0.586 0.539 0.297
0.859 -0.056 -0.092
0.386 -0.265 0.970
1.757 0.063 1.193
-0.017 0.285 -0.108
0.025 -0.363 -0.148
-0.275 -0.074 -0.225
-0.090 -0.276 -0.284
0.663 -0.389 0.247
-0.258 -0.044 -0.702
-0.260 -0.283 0.150
0.082 -0.271 -1.195
-0.376 -0.327 -0.724
-0.159 0.007 0.039
0.599 0.161 -0.173
0.165 0.156 -0.142
-0.313 -0.284 -0.011
-0.702 -0.279 0.513
0.186 0.039 0.284
-0.084 0.387 0.322
-0.337 0.203 0.592
0.043 -0.169 -0.433
0.711 0.266 -0.192
0.033 0.100 -0.263
0.232 0.118 -0.089
-0.294 0.346 0.268
0.162 -0.199 0.191
-0.031 -0.043 0.058
-0.085 -0.353 -0.368
-0.599 -0.341 -0.569
0.507 -0.519 -0.051
-0.138 0.047 -0.071
-0.350 0.168 -0.323
-0.296 -0.333 0.268
0.527 0.447 -0.248

LUMO energy (alpha / beta): 2.813 / 1.758 eV
total charge: -1
spin multiplicity: 6

---

These records have maximum force values of 1.3; 2.1; 2.6 eV/A, in the order they appear.
These records have electronic energy values of -219216.2149; -10775.9633; -58650.2999 eV, in the order they appear.
These records have relative energy (zero: lowest compared OMol25 entry of this formula, charge and spin) values of 12.3; 41.7; 6.5 kcal/mol, in the order they appear.